A molecular structure, C4H2O6Pb in a non-equilibrium geometry, computed with the ωB97M-V functional and the def2-TZVPD basis.

XYZ file:
```
13
Properties=species:S:1:pos:R:3:mulliken_charge:R:1
O 2.676 2.687 0.873 -0.4233
C 2.367 1.628 0.440 0.8806
O 2.689 0.731 -0.235 -0.2240
Pb 4.563 3.937 0.499 0.7685
O -0.010 0.319 0.848 -0.4871
H 0.429 -1.619 0.422 0.3848
O -2.003 -2.154 -0.896 -0.4034
O -2.595 -0.333 -0.318 -0.3363
O -1.522 -0.456 -2.277 -0.4698
C -0.325 -0.809 0.469 -0.0587
C -1.775 -1.256 0.379 0.2548
C -2.272 -0.980 -1.481 0.8017
H -2.223 -1.695 1.277 0.3121
```

Expectation value of S²: 0.752
Total charge: +1
ΔE to the lowest compared entry with this formula, charge and spin, kcal per mole: 0.0
Multiplicity: 2
Energy, Eh: -797.49620